Record 1
The molecule C6H8O2, computed with ωB97M-V/def2-TZVPD.

## Properties
energy relative to the best compared isomer or geometry (same formula, charge and spin)	395.2	kJ/mol
frontier orbital gap	9.16	eV

```
! RIJCOSX wB97M-V def2-TZVPD def2/J DEFGRID3
* xyz 0 1
C 1.33 -0.19 -0.48
C 0.65 -1.50 -0.06
C -0.65 -1.45 -0.06
C -1.08 0.00 -0.02
C -2.37 0.35 -0.05
C 0.26 0.88 0.19
H 2.41 0.27 1.13
H 1.39 -0.19 -1.53
H 1.06 -2.53 -0.18
H -1.45 -2.37 -0.39
H -2.80 1.42 0.09
H -3.13 -0.37 0.19
H 0.64 0.98 1.31
H 0.95 2.46 0.21
O 2.63 0.10 0.06
O 0.18 2.13 -0.40
*
```

=====

Record 2
A cluster of 2 separate species, C19H27N7O3 in total, computed with ωB97M-V/def2-TZVPD.

## Properties
energy relative to the best compared isomer or geometry (same formula, charge and spin)	0.0	kJ/mol
frontier orbital gap	8.13	eV

```
! RIJCOSX wB97M-V def2-TZVPD def2/J DEFGRID3
* xyz 0 1
O 0.68 2.87 -1.32
O -0.19 -1.66 5.83
O 2.56 -0.06 4.04
N -2.79 1.64 -2.84
N -1.04 2.14 -7.41
C -0.35 2.47 -1.84
C -0.13 -2.76 5.31
C 2.34 -1.26 4.20
C -2.55 1.72 -1.56
C 0.14 2.53 -7.80
C -2.02 1.85 -5.11
C 0.50 2.71 -4.20
C -1.78 1.95 -3.74
C -1.01 2.17 -6.02
C -0.52 2.38 -3.28
C 0.23 2.60 -5.56
N -3.59 1.41 -0.76
N -1.35 2.07 -1.01
N 0.95 2.83 -6.71
N 3.00 -1.96 5.13
N 0.53 -3.01 4.18
C -0.85 -3.93 5.95
C 0.56 2.64 -9.23
C 3.98 -1.38 6.05
C -1.95 -0.88 1.31
C 1.06 -0.52 1.33
C -0.99 -1.77 2.12
C 0.32 -1.07 2.57
C 1.27 -2.01 3.38
H -2.98 1.52 -5.47
H 1.47 3.05 -3.84
H -3.35 0.96 0.11
H -4.37 1.04 -1.30
H -1.31 2.38 -0.06
H 1.91 3.16 -6.76
H 2.75 -2.93 5.25
H 0.49 -3.95 3.83
H -0.12 -4.68 6.24
H -1.56 -4.35 5.24
H -1.38 -3.57 6.83
H 0.88 3.67 -9.45
H -0.27 2.38 -9.88
H 1.40 1.97 -9.43
H 4.83 -0.99 5.48
H 3.52 -0.56 6.60
H 4.33 -2.13 6.76
H -2.90 -1.39 1.19
H -2.11 0.06 1.83
H -1.54 -0.68 0.32
H 2.02 -0.09 1.62
H 1.24 -1.31 0.61
H 0.49 0.28 0.86
H -1.55 -2.08 3.00
H -0.75 -2.65 1.53
H 0.04 -0.23 3.21
H 1.83 -2.58 2.64
*
```

=====

Record 3
A structure of composition C14H19ClIrN4O2, computed with ωB97M-V/def2-TZVPD.

## Properties
<S²>	8.7760
frontier orbital gap (spin up / spin down)	7.38 / 5.37	eV

```
! RIJCOSX wB97M-V def2-TZVPD def2/J DEFGRID3
* xyz 2 6
Cl 0.32 -0.99 -2.60
C -3.02 -0.09 -2.68
C -3.55 0.05 -1.35
C -3.08 -1.07 -0.58
H -4.28 0.79 -1.06
C -2.36 -1.96 -1.45
C -2.37 -1.37 -2.77
H -1.95 -1.79 -3.68
H -3.22 0.56 -3.53
H -3.34 -1.31 0.45
C -1.71 -3.22 -1.05
Ir -1.16 0.38 -1.19
C -1.99 1.51 0.03
C -0.29 1.67 -2.26
O -2.55 2.23 0.75
O 0.33 2.38 -2.93
H -1.40 -3.21 0.00
H -0.82 -3.43 -1.65
H -2.41 -4.05 -1.19
C 0.24 -0.15 1.59
N 0.60 0.52 0.27
C 1.85 -0.18 -0.21
N 2.96 -0.12 0.75
C 2.53 -0.75 2.02
N 1.33 -0.08 2.57
C 1.67 1.34 2.82
N 2.11 2.02 1.57
C 1.01 1.95 0.59
C 3.28 1.30 1.01
H -0.01 -1.21 1.39
H -0.63 0.37 2.01
H 2.17 0.29 -1.14
H 1.60 -1.23 -0.40
H 3.35 -0.67 2.75
H 2.31 -1.81 1.85
H 0.81 1.87 3.25
H 2.49 1.39 3.56
H 1.35 2.45 -0.34
H 0.14 2.49 0.99
H 4.10 1.34 1.74
H 3.59 1.79 0.08
*
```

=====

| no. | DFT total energy (hartree) |
| --- | --- |
| 1 | -383.759596 |
| 2 | -1349.339557 |
| 3 | -1478.051495 |